Run w
An isolated molecule of CH3NO2, computed with ωB97M-V/def2-TZVPD.

HOMO (eV): -11.3
Charge: 0
Multiplicity: 1
Frontier orbital gap (eV): 11.71
SMILES: C[N+](=O)[O-]

Each line ends with the Mulliken charge.
Element x y z (Å)
C 0.6863 0.0085 -0.0160  -0.74
N -0.7969 0.0022 -0.0616  0.84
O -1.2992 -0.1001 1.0194  -0.52
O -1.3882 0.0603 -1.1385  -0.52
H 1.0978 0.2304 -0.9978  0.29
H 0.8946 0.6816 0.7253  0.33
H 0.8055 -0.8829 0.4692  0.33

---

Run x
An isolated molecule of CH3NO2, computed with ωB97M-V/def2-TZVPD.

HOMO (eV): -11.2
Charge: 0
Multiplicity: 1
Frontier orbital gap (eV): 11.57
SMILES: C[N+](=O)[O-]

Each line ends with the Mulliken charge.
Element x y z (Å)
C -0.2525 -0.4002 -0.5848  -0.65
N 0.3027 0.4677 0.6041  0.80
O 1.4496 0.9716 0.5696  -0.52
O -0.4520 0.5300 1.5279  -0.49
H -0.7452 -1.1688 -0.0388  0.29
H 0.5522 -0.8057 -1.0516  0.29
H -0.8548 0.4053 -1.0264  0.28

---

It is run x that is the least stable of them.